Record 1
{"formula": "C8H17BBrO9PS", "method": "the ωB97M-V functional and the def2-TZVPD basis", "homo_lumo_gap_ev": 9.38, "e_homo_ev": -9.2, "fmax_ev_per_a": 2.611, "smiles": "CP(O)[C@@H]1OC(=O)O[C@@]1(Br)CB(O)O.CCOS(C)(=O)=O", "species": ["H", "H", "C", "C", "S", "H", "H", "O", "O", "H", "O", "H", "H", "O", "C", "C", "O", "H", "O", "H", "P", "C", "C", "O", "C", "H", "H", "B", "H", "H", "O", "Br", "H", "H", "O", "H", "H", "C"], "positions_angstrom": [[3.109580, -0.585580, 0.428881], [-0.084181, -2.448672, -4.230064], [0.303366, 1.433630, 1.041938], [-2.107439, -2.899045, -3.636743], [-2.031939, -1.918359, -1.231114], [0.970393, 4.377183, 2.153073], [-2.048535, 2.850279, -0.067862], [-0.847622, 0.870607, 1.705393], [4.723054, 0.219288, 2.999169], [-2.587863, -3.589351, 0.323577], [-3.393017, -1.506473, -1.375565], [2.899511, 1.948230, 0.940809], [-1.491032, 4.502328, -0.204898], [0.991812, -0.279156, 2.248702], [-1.228573, 3.471196, -0.394671], [-1.088809, -2.051977, -4.374245], [3.750693, -0.772942, 1.109949], [-1.922589, -2.095119, 1.068035], [0.088810, 4.142622, 1.865824], [-1.091304, -1.025448, -4.010093], [0.324569, 3.210756, 0.526625], [2.765705, 1.476447, 1.907308], [-0.377096, -0.295875, 2.228608], [-1.081041, -1.197008, 2.602162], [-1.824181, -2.819791, 0.256258], [4.917111, 1.133219, 3.195421], [-3.106710, -2.466316, -3.702236], [3.788295, 0.233251, 2.007172], [-1.019203, 3.387304, -1.448573], [0.532521, 0.820371, 0.179599], [-0.971715, -0.955790, -1.338299], [0.837298, 1.793935, 3.949352], [3.034563, 2.211822, 2.643302], [-2.154224, -3.892807, -4.077197], [-1.751419, -3.105084, -2.255696], [-1.315136, -2.036651, -5.440418], [-0.828868, -3.256552, 0.260825], [1.315214, 1.115531, 2.145692]], "atomic_forces_ev_per_a": [[-0.3, -0.3, -0.3], [0.0, -0.1, -0.1], [-0.5, 1.7, 1.9], [0.0, 0.1, -0.6], [0.1, -0.6, 0.1], [0.2, 0.3, 0.4], [-0.2, -0.3, -0.1], [0.0, -1.0, -0.7], [0.3, -0.2, -0.5], [0.0, 0.0, -0.1], [0.0, 0.3, -0.1], [-0.2, 0.1, -0.4], [-0.1, 0.4, 0.1], [-0.2, -0.3, 0.5], [0.2, 0.0, 0.7], [0.1, 0.2, 0.2], [0.3, -0.3, 0.0], [-0.1, -0.2, -0.2], [-0.5, -0.6, -0.2], [0.0, 0.0, 0.0], [0.6, 0.3, -0.9], [0.4, -1.0, -0.2], [-1.3, -0.7, 0.2], [1.2, 1.1, -0.1], [-0.1, 0.0, 0.0], [0.1, 0.2, 0.7], [0.0, 0.0, 0.2], [-0.4, 0.4, 0.2], [-0.1, -0.3, -0.3], [0.2, 0.0, -0.5], [0.0, 0.3, 0.0], [0.0, 0.3, -0.1], [0.2, 0.4, 0.2], [0.0, -0.1, 0.2], [0.0, 0.0, 0.1], [0.0, -0.1, 0.0], [0.0, 0.0, 0.0], [0.3, -0.1, -0.4]]}


Record 2
{"formula": "C8H17BO3", "method": "the ωB97M-V functional and the def2-TZVPD basis", "homo_lumo_gap_ev": 11.24, "e_homo_ev": -10.5, "fmax_ev_per_a": 1.039, "smiles": "CCCOBCCCCOC=O", "de_lowest_ev": 3.961, "species": ["C", "O", "H", "H", "H", "C", "H", "H", "H", "C", "H", "C", "H", "H", "B", "C", "C", "H", "H", "C", "H", "H", "O", "O", "H", "C", "H", "H", "H"], "positions_angstrom": [[-1.815341, -2.286451, -0.680864], [0.083463, 3.499301, -2.316482], [-2.360487, -0.190802, -0.384652], [2.532165, 1.116546, 1.643129], [0.636550, 2.284755, 2.111505], [1.903102, -0.026555, -0.094349], [-2.559094, -3.069162, -0.837929], [-1.110597, 2.535769, 0.348024], [1.525183, -0.254199, 1.983870], [0.965949, 3.381168, -1.504485], [-0.431480, 0.927240, 1.889738], [-2.465876, -1.146171, 0.127378], [-0.199722, 1.436354, -0.674907], [1.822104, 0.694673, -0.909493], [1.084266, -1.311985, -0.445504], [-0.624927, -2.907882, 0.024650], [1.650856, 0.580661, 1.290732], [-1.527131, -1.938954, -1.674303], [-0.113438, -3.617001, -0.630527], [-0.118341, 2.119100, 0.169225], [1.198029, -1.795682, -1.542087], [2.949695, -0.359793, -0.126251], [0.306574, -1.922241, 0.479985], [0.776320, 3.210041, -0.182054], [-2.022404, -1.047717, 1.116379], [0.396681, 1.466416, 1.428130], [-0.979489, -3.461360, 0.895651], [-3.532228, -1.319182, 0.266330], [2.029615, 3.403112, -1.770839]], "atomic_forces_ev_per_a": [[-0.2, 0.2, 0.1], [0.6, -0.4, 0.5], [0.0, 0.1, 0.1], [0.0, 0.2, -0.2], [-0.1, 0.0, 0.1], [0.1, -0.2, 0.5], [0.1, -0.1, -0.1], [0.0, 0.0, 0.0], [0.1, 0.0, 0.1], [-0.8, 0.4, -0.5], [0.0, -0.2, -0.1], [-0.1, -0.1, -0.1], [0.0, 0.0, 0.0], [0.1, 0.1, 0.0], [0.2, 0.0, -0.2], [-0.1, -0.4, 0.0], [-0.2, -0.2, 0.1], [0.1, 0.0, 0.0], [0.0, 0.0, 0.0], [-0.5, 0.4, 0.2], [-0.2, 0.0, 0.0], [0.0, 0.0, -0.1], [-0.2, 0.3, -0.3], [0.6, -0.7, -0.3], [0.1, 0.0, 0.0], [0.3, 0.3, 0.1], [0.2, 0.1, 0.1], [0.0, 0.0, 0.0], [0.1, 0.3, 0.1]]}


Record 3
{"formula": "C8H17Br2", "method": "the ωB97M-V functional and the def2-TZVPD basis", "homo_lumo_gap_ev": [10.76, 6.63], "e_homo_ev": [-10.0, -9.9], "fmax_ev_per_a": 1.279, "spin_multiplicity": 2, "s2": 0.753, "species": ["H", "H", "H", "C", "H", "Br", "C", "H", "H", "H", "H", "C", "C", "C", "C", "H", "C", "H", "H", "H", "H", "C", "H", "Br", "H", "H", "H"], "positions_angstrom": [[0.561248, -1.829515, 0.433793], [1.370916, -0.513635, -3.566300], [-1.119687, -0.893092, -0.787195], [0.617668, 0.210648, -0.214708], [-3.428784, 0.646323, -0.377362], [1.384493, 4.823678, 1.639466], [1.262937, -0.985480, 0.516729], [-1.266786, 0.833340, -1.068579], [-1.559570, -0.694346, 1.560604], [2.038736, -1.814204, 2.321868], [0.869191, -0.527179, 2.636935], [0.910309, -0.736756, -2.595728], [-3.238281, 0.363107, 0.662899], [1.257951, 0.378652, -1.627056], [1.688245, -0.832248, 1.979015], [-3.764658, -0.572911, 0.876048], [-1.740601, 0.196744, 0.942589], [-1.378897, 1.050312, 1.526304], [-0.170705, -0.823814, -2.753661], [2.530633, -0.139254, 2.088068], [2.347412, 0.419687, -1.501622], [-0.916267, 0.087409, -0.340271], [1.297536, -1.703804, -2.255256], [1.010298, 1.853438, 0.704781], [2.155729, -1.274031, -0.058899], [0.934106, 1.336808, -2.053454], [-3.653160, 1.140111, 1.310983]], "atomic_forces_ev_per_a": [[0.2, 0.2, 0.0], [-0.1, -0.1, 0.2], [0.0, 0.1, 0.0], [-0.3, -0.7, -1.0], [0.0, 0.0, 0.2], [0.0, 0.1, 0.0], [0.1, -0.2, 0.0], [0.1, 0.0, 0.2], [-0.1, 0.2, -0.1], [-0.1, 0.2, 0.0], [0.1, 0.1, -0.1], [0.0, -0.2, -0.3], [0.0, -0.2, 0.2], [-0.2, 0.1, 0.4], [0.1, -0.4, 0.0], [-0.1, 0.2, -0.2], [0.4, 0.1, 0.1], [-0.1, -0.1, -0.1], [0.2, 0.0, 0.0], [-0.3, -0.1, 0.0], [-0.2, 0.1, 0.0], [0.1, 0.0, -0.1], [-0.1, 0.1, -0.1], [0.4, 0.9, 0.5], [-0.2, 0.0, 0.2], [0.1, -0.1, 0.2], [-0.1, -0.1, -0.1]]}


Record 4
{"formula": "C8H17BrN", "method": "the ωB97M-V functional and the def2-TZVPD basis", "homo_lumo_gap_ev": 6.75, "e_homo_ev": -12.5, "fmax_ev_per_a": 3.230, "de_lowest_ev": 0.832, "total_charge": 1, "species": ["Br", "H", "H", "C", "C", "N", "H", "H", "H", "C", "H", "H", "H", "H", "H", "H", "C", "C", "H", "H", "C", "H", "C", "H", "H", "H", "C"], "positions_angstrom": [[1.754843, 1.389450, 1.261859], [1.765434, -2.340793, -1.582370], [-1.470845, 2.462555, -1.948030], [-1.894557, 1.230689, 1.347412], [-0.019774, 1.045330, -1.080399], [1.493900, -1.912908, -0.716614], [2.555575, -0.927297, 0.770355], [0.250740, -2.466744, 0.851764], [0.712025, 1.797623, -1.441320], [2.651020, -1.783843, 0.143466], [-1.227278, -0.860148, 0.833439], [-0.465671, -2.712021, -0.750296], [-0.352721, 0.195277, -1.664300], [-1.546500, 2.131509, 1.877583], [2.887570, -2.654824, 0.688903], [-2.822446, 0.759556, -0.534997], [-1.244786, 2.110332, -0.868729], [0.258069, 0.786652, 0.300064], [-0.446879, -0.149497, 2.189128], [3.628393, -1.539087, -0.461596], [0.427275, -2.778376, -0.179315], [0.773461, -3.820517, -0.144710], [-0.825861, 0.164328, 1.183009], [-3.133221, 2.390157, -0.023832], [-2.708466, 0.692989, 1.916472], [-0.949754, 3.048448, -0.386066], [-2.374607, 1.599833, -0.038362]], "atomic_forces_ev_per_a": [[-1.2, 0.2, -1.1], [0.2, 0.2, -0.5], [0.0, -0.9, 1.7], [-1.7, -0.5, 0.1], [0.3, 3.1, 0.9], [-0.8, 0.1, -0.1], [-0.1, 0.2, 0.8], [-0.2, -0.1, 0.0], [0.1, -1.5, -0.7], [2.2, 0.9, -2.2], [0.4, 2.0, -0.4], [-0.8, 0.1, -0.6], [0.1, 0.1, -0.1], [0.0, -0.5, 0.1], [0.2, -1.1, 0.9], [-0.4, -0.6, -0.1], [-0.1, 1.1, -1.7], [-0.3, -1.7, 1.9], [0.1, 0.7, -0.8], [-2.0, -0.5, 0.8], [1.8, 0.0, 1.0], [-0.3, 0.0, 0.1], [1.7, -2.0, 0.6], [0.0, -0.1, 0.2], [0.7, 1.0, -0.3], [0.8, -0.2, 0.0], [-0.7, 0.3, -0.5]]}


Record 5
{"formula": "C8H17CdOP2", "method": "the ωB97M-V functional and the def2-TZVPD basis", "homo_lumo_gap_ev": [3.08, 3.08], "e_homo_ev": [0.1, 0.1], "fmax_ev_per_a": 5.628, "de_lowest_ev": 0.000, "total_charge": -1, "species": ["H", "H", "C", "H", "C", "H", "H", "C", "C", "H", "H", "H", "P", "O", "C", "Cd", "C", "H", "H", "C", "H", "C", "H", "P", "H", "H", "H", "H", "H"], "positions_angstrom": [[1.605939, -2.207549, -1.345579], [-0.556789, -1.956621, 3.293756], [0.999437, -1.612751, -2.024856], [-1.686391, 1.585627, 1.690180], [1.255492, 0.508414, 2.950074], [0.000227, 4.015545, -1.776268], [2.218615, 0.032697, 2.728314], [-0.719308, -1.009707, -3.447047], [1.378847, -0.460532, -2.628578], [0.779744, -2.382670, 2.183957], [-1.677928, 0.788393, 3.298606], [1.008219, 0.294339, 3.999991], [-0.020910, -0.142678, 1.864017], [0.280358, 0.024921, 0.377926], [-1.589477, 0.632534, 2.219157], [-0.870813, 0.112521, -1.595220], [0.278140, 0.016887, -3.465293], [2.353131, 0.012096, -2.567268], [-1.192733, 3.672908, -0.080489], [-0.321706, -1.983591, -2.477275], [0.831413, 3.096672, -0.091339], [-0.188513, -1.876305, 2.265144], [-0.899542, -2.343415, 1.573849], [-0.310342, 2.912601, -0.918730], [-0.730690, -2.988050, -2.413609], [0.350394, 0.824978, -4.176727], [1.357328, 1.593830, 2.837784], [-1.547533, -1.116622, -4.160203], [-2.384622, -0.044461, 1.885740]], "atomic_forces_ev_per_a": [[-0.2, 0.2, 0.0], [0.0, -0.2, 0.0], [-0.7, -2.3, 0.1], [0.1, -0.3, 0.1], [0.2, 0.1, 0.6], [0.0, 0.3, 0.0], [-0.3, 0.1, -0.1], [0.9, -1.4, -1.6], [-0.1, 1.8, -1.5], [-0.2, 0.1, 0.0], [-0.2, 0.1, 0.2], [0.0, 0.0, -0.1], [0.1, 0.2, -3.1], [1.0, 0.0, 2.3], [-0.2, 0.0, 0.7], [-3.8, 2.2, 3.6], [1.8, -1.5, -1.3], [-0.2, 0.1, 0.3], [0.2, -0.2, -0.2], [1.4, -0.8, -1.6], [0.1, 0.1, 0.2], [0.0, -0.3, 0.5], [0.1, 0.2, 0.1], [0.0, 0.4, 0.0], [-0.2, 0.4, 0.4], [-0.1, 0.1, 0.1], [-0.1, -0.2, -0.1], [0.3, 0.3, 0.8], [0.1, 0.2, -0.1]]}


Record 6
{"formula": "C8H17Cl14HgO", "method": "the ωB97M-V functional and the def2-TZVPD basis", "homo_lumo_gap_ev": [8.96, 6.08], "e_homo_ev": [-8.6, -8.5], "fmax_ev_per_a": 1.446, "spin_multiplicity": 2, "s2": 0.759, "species": ["H", "Hg", "H", "Cl", "C", "H", "H", "Cl", "C", "H", "H", "Cl", "O", "C", "C", "Cl", "H", "Cl", "Cl", "C", "H", "H", "Cl", "H", "C", "Cl", "Cl", "C", "Cl", "Cl", "Cl", "H", "H", "Cl", "C", "H", "H", "H", "H", "Cl", "H"], "positions_angstrom": [[-0.970159, -3.201570, -0.552875], [1.706761, 0.839860, 3.514905], [3.479761, -2.606790, 1.016125], [4.346031, -0.710100, 2.033515], [0.388781, 0.352320, 0.186945], [-2.154559, -0.283450, 2.256155], [4.575481, 3.154660, 0.194465], [-4.434769, -0.855000, 0.974185], [-4.714339, 0.430510, -0.245445], [-1.175479, -0.881160, -2.315345], [1.021671, 3.027540, -1.545465], [5.609601, -2.445500, 0.069085], [1.099191, 0.221350, 1.394725], [-1.457899, -1.202920, -3.317755], [4.083131, -1.783110, 0.634555], [4.095371, 2.666830, 2.509275], [-5.315699, 0.098410, -1.091715], [-0.932619, 0.444180, 4.156185], [-3.144839, -3.992250, -0.235775], [-1.601749, -3.389690, 0.315345], [3.406921, 1.794830, 0.368065], [-0.616089, -1.742650, -3.751515], [0.152561, 2.829270, -3.787405], [-0.687679, 0.205080, 0.274395], [3.718201, 2.768680, 0.745995], [-1.851629, 0.188680, -4.311725], [2.789661, 2.239090, -2.890305], [1.384031, 3.233490, -2.552625], [-3.181289, 1.251620, -0.868785], [-2.828979, -2.272670, -3.188145], [-0.801779, -4.614070, 1.292155], [0.619521, -0.433240, -0.532595], [0.539621, 1.305790, -0.319265], [-2.332809, -2.139930, 3.749995], [-2.251109, -0.341310, 3.340335], [3.439281, -1.307860, -0.105515], [1.746571, 4.249880, -2.706275], [-1.701659, -2.479940, 0.907365], [-3.148119, 0.181000, 3.672975], [2.317971, 3.910100, 0.513685], [-5.216859, 1.290060, 0.198105]], "atomic_forces_ev_per_a": [[-0.2, 0.0, 0.1], [0.2, 0.0, -1.3], [0.3, 0.0, 0.0], [0.0, 0.1, -0.3], [-0.2, 0.3, 1.0], [0.3, 0.1, 0.3], [-0.2, 0.0, 0.3], [-0.2, 0.7, -0.9], [0.5, 1.2, 0.0], [-0.2, 0.2, -0.1], [-0.1, 0.1, -0.4], [-0.1, 0.2, -0.4], [0.4, -0.6, -0.5], [0.6, 0.0, 0.2], [-0.9, -0.6, 0.9], [0.1, 0.2, -0.9], [0.5, -0.4, 0.1], [-0.2, 0.1, 0.6], [-0.5, 0.0, 0.0], [0.5, 0.2, -0.2], [0.0, 0.1, 0.3], [-0.2, 0.1, -0.1], [0.0, 0.4, 0.6], [-0.5, 0.3, 0.4], [-0.7, 0.4, 0.3], [0.0, 0.1, -0.2], [0.7, -0.5, 0.3], [-0.1, 0.1, -0.7], [-0.9, -1.0, 0.3], [-0.3, -0.4, 0.1], [0.3, -0.1, 0.3], [0.8, -0.3, -0.1], [0.1, 0.3, -0.1], [-0.1, 1.4, -0.3], [-0.6, -1.1, -0.2], [0.7, 0.4, -0.2], [-0.6, 0.0, 0.2], [-0.2, -0.2, 0.0], [0.0, -0.5, -0.1], [0.8, -0.5, 0.2], [-0.1, -0.5, 0.3]]}